[1]
97
Properties=species:S:1:pos:R:3 method="wB97M-V/def2-TZVPD" total_energy_ha=-2145.23755 charge=+1 lumo_energy_ev=-4.410
C -0.764 0.346 6.176
N -1.086 0.729 4.823
C -1.951 1.765 4.561
O -2.644 2.348 5.386
C -1.867 2.063 3.071
C -1.350 3.483 2.850
C -0.039 3.671 3.569
C -0.025 4.119 4.894
C 1.176 4.197 5.596
C 2.378 3.852 4.969
C 2.370 3.458 3.627
C 1.167 3.402 2.918
N -0.957 1.024 2.590
C -0.654 0.824 1.296
C 0.477 0.101 0.918
C 0.553 -0.742 -0.191
C 1.512 -1.824 -0.228
C 1.207 -3.050 -0.873
C 2.093 -4.123 -0.833
C 3.296 -4.020 -0.117
C 3.594 -2.830 0.563
C 2.743 -1.727 0.466
C -0.313 0.254 3.679
C -0.381 -1.238 3.517
C -1.523 -1.914 3.740
C -1.662 -3.360 3.711
C -2.952 -3.938 3.795
C -3.110 -5.320 3.862
C -1.981 -6.156 3.839
C -0.698 -5.599 3.722
C -0.535 -4.213 3.643
H -1.539 0.750 6.837
H -0.736 -0.746 6.244
H 0.214 0.756 6.479
H -2.867 1.916 2.636
H -1.249 3.671 1.774
H -2.108 4.156 3.274
H -0.969 4.381 5.379
H 1.165 4.525 6.636
H 3.317 3.907 5.523
H 3.300 3.196 3.120
H 1.156 3.139 1.857
H -1.345 1.253 0.560
H 1.350 0.163 1.579
H -0.310 -0.809 -0.860
H 0.245 -3.138 -1.384
H 1.851 -5.043 -1.368
H 3.992 -4.864 -0.085
H 4.503 -2.749 1.161
H 3.023 -0.784 0.944
H 0.750 0.552 3.780
H 0.507 -1.722 3.104
H -2.439 -1.350 3.953
H -3.816 -3.270 3.813
H -4.111 -5.750 3.939
H -2.102 -7.238 3.914
H 0.182 -6.244 3.700
H 0.461 -3.770 3.565
N 0.857 -2.710 -3.604
N 0.835 -1.684 -4.117
N 0.999 -0.681 -4.825
C 0.132 0.462 -4.544
C -0.155 1.138 -5.888
C -1.244 2.002 -6.044
C -1.553 2.507 -7.313
C -0.738 2.205 -8.408
C 0.394 1.400 -8.230
C 0.684 0.877 -6.966
C -1.143 0.017 -3.860
C -1.744 -1.163 -4.291
C -2.763 -1.728 -3.516
C -3.226 -1.053 -2.379
C -2.782 0.243 -2.104
C -1.749 0.799 -2.874
C 0.961 1.382 -3.641
C 2.372 1.644 -4.202
C 3.206 1.923 -2.953
C 2.408 1.346 -1.766
N 1.185 0.802 -2.334
H -1.866 2.254 -5.179
H -2.440 3.128 -7.438
H -0.981 2.592 -9.398
H 1.056 1.163 -9.060
H 1.550 0.222 -6.821
H -1.470 -1.598 -5.261
H -3.174 -2.693 -3.819
H -3.967 -1.522 -1.731
H -3.232 0.841 -1.309
H -1.447 1.843 -2.718
H 0.429 2.355 -3.542
H 2.703 0.718 -4.687
H 2.370 2.444 -4.950
H 4.204 1.479 -3.021
H 3.312 3.007 -2.829
H 2.959 0.557 -1.239
H 2.186 2.130 -1.024
H 0.378 0.884 -1.726


[2]
107
Properties=species:S:1:pos:R:3 method="wB97M-V/def2-TZVPD" total_energy_ha=-4609.26135 relative_energy_kj_mol=94.9 charge=+2 lumo_energy_ev="-6.810 / -7.443"
Pb -0.172 -0.332 0.350
C 3.974 0.089 -0.256
C 2.913 0.834 -1.010
C 2.292 0.270 -2.125
C 1.360 0.989 -2.860
C 0.988 2.266 -2.464
C 1.585 2.834 -1.346
C 2.551 2.130 -0.642
H 4.959 0.295 -0.681
H 3.823 -0.985 -0.304
H 4.010 0.389 0.794
H 2.563 -0.735 -2.431
H 0.922 0.549 -3.745
H 0.260 2.826 -3.037
H 1.324 3.840 -1.041
H 3.047 2.600 0.199
O -1.091 -2.472 0.685
S -1.481 -3.873 0.261
C -2.815 -3.640 -0.962
C -2.401 -3.552 -2.423
C -3.386 -2.752 -3.274
C -3.462 -1.266 -2.944
S -1.922 -0.305 -3.012
O -0.976 -0.888 -1.980
C -1.307 -0.866 -4.589
C -0.268 -1.782 -4.646
C 0.186 -2.203 -5.888
C -0.397 -1.709 -7.047
C -1.427 -0.780 -6.975
C -1.882 -0.345 -5.740
C -0.188 -4.499 -0.786
C 0.863 -3.706 -1.210
C 1.839 -4.262 -2.026
C 1.746 -5.591 -2.416
C 0.687 -6.379 -1.978
C -0.283 -5.838 -1.149
H -3.269 -2.718 -0.590
H -3.524 -4.450 -0.783
H -2.310 -4.558 -2.835
H -1.417 -3.096 -2.496
H -4.397 -3.158 -3.177
H -3.111 -2.868 -4.324
H -3.854 -1.062 -1.945
H -4.117 -0.745 -3.647
H 0.189 -2.139 -3.732
H 0.999 -2.913 -5.950
H -0.038 -2.039 -8.012
H -1.866 -0.384 -7.880
H -2.669 0.398 -5.678
H 0.947 -2.679 -0.883
H 2.688 -3.666 -2.328
H 2.512 -6.021 -3.046
H 0.624 -7.418 -2.273
H -1.097 -6.453 -0.784
S -2.836 0.268 0.347
C -3.091 1.428 1.535
N -4.258 1.733 2.090
N -5.393 1.389 1.570
C -5.776 1.317 0.215
C -6.864 0.505 -0.098
C -7.299 0.440 -1.410
C -6.664 1.193 -2.390
C -5.597 2.022 -2.058
C -5.146 2.093 -0.754
N -2.089 2.203 2.184
N -0.909 1.919 1.922
C 0.052 2.757 2.543
C -0.293 3.903 3.263
C 0.709 4.655 3.845
C 2.042 4.271 3.717
C 2.381 3.136 2.995
C 1.384 2.381 2.400
H -6.141 1.348 2.254
H -7.355 -0.071 0.677
H -8.143 -0.186 -1.665
H -7.020 1.156 -3.410
H -5.131 2.636 -2.817
H -4.341 2.764 -0.484
H -1.330 4.192 3.353
H 0.456 5.547 4.400
H 2.818 4.868 4.177
H 3.418 2.845 2.892
H 1.637 1.502 1.824
N 1.260 -8.359 4.148
C 1.736 -7.213 3.605
C 1.484 -6.900 2.255
C 1.969 -5.737 1.707
C 2.709 -4.854 2.494
C 2.973 -5.151 3.831
C 2.491 -6.315 4.381
S 3.324 -3.395 1.798
O 3.589 -3.584 0.405
O 4.319 -2.830 2.669
N 1.980 -2.371 1.822
C 1.726 -1.650 2.858
S 2.601 -1.571 4.411
C 1.389 -0.568 5.020
C 0.420 -0.293 4.055
N 0.600 -0.871 2.882
H 0.821 -9.054 3.573
H 1.529 -8.634 5.075
H 0.925 -7.597 1.642
H 1.806 -5.515 0.662
H 3.582 -4.480 4.422
H 2.711 -6.557 5.413
H 1.411 -0.188 6.029
H -0.431 0.351 4.227


[3]
120
Properties=species:S:1:pos:R:3 method="wB97M-V/def2-TZVPD" total_energy_ha=-4366.64738 charge=-1 lumo_energy_ev=0.261
C -2.924 -3.580 -2.726
C -2.973 -2.785 -4.031
O -1.806 -1.994 -4.129
P -2.089 -0.409 -4.833
P -2.490 -1.301 -6.881
O -2.603 0.077 -7.810
O -1.063 -2.032 -7.322
O -3.807 -0.604 -4.401
C -4.209 -1.843 -4.058
O -5.181 -2.288 -5.088
N -5.503 -3.639 -4.984
O -6.207 -3.872 -4.066
H -2.510 -2.954 -1.933
H -3.935 -3.888 -2.446
H -2.306 -4.476 -2.813
H -2.952 -3.467 -4.886
H -1.816 0.213 -3.571
H -0.682 -0.307 -5.187
H -2.361 0.902 -5.388
H -3.262 -0.153 -8.461
H -0.558 -2.338 -6.555
H -4.730 -1.837 -3.091
C 4.016 4.137 -5.299
C 3.494 2.897 -5.641
C 2.237 2.521 -5.195
C 1.526 3.399 -4.399
C 2.029 4.637 -4.045
C 3.284 5.006 -4.502
N 0.195 2.999 -3.911
O -0.197 1.902 -4.218
O -0.411 3.806 -3.219
H 4.998 4.424 -5.651
H 4.068 2.218 -6.257
H 1.829 1.554 -5.457
H 1.451 5.300 -3.420
H 3.693 5.971 -4.231
C 3.612 -1.995 -2.235
C 4.724 -2.460 -2.925
C 5.708 -1.578 -3.342
C 5.563 -0.236 -3.048
C 4.461 0.246 -2.367
C 3.478 -0.642 -1.964
N 6.617 0.702 -3.468
O 7.558 0.255 -4.094
O 6.488 1.868 -3.161
H 2.849 -2.689 -1.908
H 4.828 -3.515 -3.141
H 6.574 -1.932 -3.880
H 4.352 1.300 -2.154
H 2.606 -0.279 -1.435
C 1.936 4.063 1.002
C 2.361 2.935 0.315
C 3.184 2.011 0.940
C 3.573 2.236 2.245
C 3.164 3.357 2.944
C 2.336 4.273 2.316
N 4.426 1.248 2.922
O 4.788 0.281 2.288
O 4.713 1.454 4.087
H 1.284 4.776 0.515
H 2.044 2.769 -0.706
H 3.504 1.131 0.401
H 3.481 3.511 3.965
H 2.003 5.148 2.852
C 0.903 1.802 7.957
C 1.318 1.897 6.635
C 1.010 3.024 5.891
C 0.299 4.045 6.493
C -0.126 3.969 7.806
C 0.178 2.834 8.539
N -0.014 5.250 5.707
O 0.343 5.269 4.547
O -0.621 6.145 6.258
H 1.140 0.919 8.536
H 1.880 1.093 6.180
H 1.321 3.103 4.861
H -0.688 4.778 8.249
H -0.152 2.757 9.563
C 1.100 -7.706 -2.477
C -0.064 -7.828 -3.222
C -0.457 -6.806 -4.070
C 0.329 -5.674 -4.161
C 1.489 -5.531 -3.427
C 1.873 -6.558 -2.578
N -0.094 -4.598 -5.074
O -1.126 -4.773 -5.683
O 0.601 -3.608 -5.151
H 1.407 -8.508 -1.818
H -0.669 -8.722 -3.143
H -1.363 -6.887 -4.652
H 2.097 -4.642 -3.508
H 2.780 -6.461 -1.997
C -5.576 2.018 6.369
C -5.955 0.950 7.171
C -5.186 0.596 8.268
C -4.047 1.328 8.543
C -3.649 2.391 7.755
C -4.423 2.735 6.659
N -3.232 0.967 9.715
O -3.577 0.012 10.375
O -2.251 1.648 9.943
H -6.181 2.293 5.516
H -6.852 0.391 6.943
H -5.471 -0.234 8.897
H -2.749 2.942 7.988
H -4.126 3.565 6.032
C -3.653 -1.384 3.024
C -3.162 -2.479 2.325
C -2.054 -2.339 1.505
C -1.455 -1.099 1.405
C -1.931 0.005 2.085
C -3.040 -0.144 2.901
N -0.266 -0.949 0.550
O 0.125 -1.927 -0.049
O 0.252 0.147 0.498
H -4.516 -1.498 3.666
H -3.642 -3.443 2.417
H -1.665 -3.182 0.953
H -1.447 0.964 1.981
H -3.426 0.709 3.443


no.,strongest force on any atom (hartree/bohr)
1,0.057
2,0.010
3,0.035